Entry 1:
Entry from the OMol25 dataset: a structure of composition C37H34BrN6O3S3V (ωB97M-V with the def2-TZVPD basis set).

```
85
C37H34BrN6O3S3V | the OMol25 dataset | ωB97M-V with the def2-TZVPD basis set
V 10.986 6.661 15.982
C 12.864 10.388 14.866
C 12.301 9.360 15.780
N 12.143 8.093 15.259
N 12.923 7.757 14.174
C 13.359 6.530 14.130
S 12.812 5.344 15.267
S 14.625 5.998 12.983
C 15.817 5.188 14.126
C 16.532 6.135 15.129
C 17.692 6.801 14.772
C 18.445 7.509 15.698
C 18.009 7.634 16.994
C 16.860 6.940 17.388
C 16.103 6.222 16.460
C 12.051 9.465 17.159
C 12.436 10.675 17.804
C 11.904 11.058 18.992
C 10.757 10.317 19.494
C 10.412 8.905 19.036
C 11.145 8.437 17.735
O 11.505 7.118 17.805
H 12.712 10.050 13.818
H 12.371 11.356 14.970
H 13.955 10.497 14.925
H 15.265 4.370 14.591
H 16.536 4.696 13.436
H 18.005 6.771 13.735
H 19.400 7.934 15.384
H 18.535 8.253 17.710
H 16.603 6.995 18.468
H 15.209 5.641 16.772
H 13.117 11.378 17.317
H 12.379 11.901 19.459
H 10.515 10.438 20.564
H 10.532 8.192 19.855
O 9.396 11.657 17.776
C 9.308 10.766 18.846
C 8.477 11.439 19.884
C 7.577 10.794 20.649
C 7.253 9.412 20.488
C 7.951 8.632 19.624
C 8.950 9.188 18.631
C 8.738 8.681 17.178
O 10.071 8.453 16.593
N 7.983 9.481 16.281
N 8.637 10.260 15.353
C 7.790 10.764 14.501
C 8.171 11.446 13.295
Br 10.031 12.015 13.113
C 7.348 11.770 12.232
C 7.772 11.765 10.836
C 8.725 10.799 10.466
C 9.246 10.770 9.181
C 8.762 11.630 8.204
C 7.837 12.634 8.609
C 7.358 12.714 9.920
H 9.520 11.277 16.883
H 8.696 12.500 20.019
H 7.042 11.321 21.435
H 6.469 8.972 21.092
H 7.732 7.563 19.477
H 8.288 7.644 17.158
H 7.038 9.739 16.535
H 6.655 10.524 14.544
H 6.377 12.185 12.422
H 8.988 9.998 11.154
H 9.941 9.968 8.915
H 9.142 11.599 7.170
H 7.515 13.329 7.855
H 6.708 13.523 10.267
N 8.881 6.449 8.515
C 9.363 6.645 9.773
C 10.661 7.179 10.023
C 10.964 7.519 11.322
N 10.133 7.301 12.347
C 9.035 6.646 12.135
C 8.584 6.285 10.879
H 9.450 6.504 7.679
H 7.942 6.094 8.420
H 11.334 7.417 9.206
H 11.876 8.009 11.607
H 8.450 6.387 13.011
H 7.695 5.705 10.730
S 9.258 5.561 15.598
```

Results
Energy relative to the best compared isomer or geometry (same formula, charge and spin), kJ/mol: 34.2
2S+1: 2
E_LUMO (spin up / spin down), eV: 1.5 / 1.5
Net charge: -1

=====

Entry 2:
Entry from the OMol25 dataset: a structure of composition C37H34MnNO3P (ωB97M-V with the def2-TZVPD basis set).

```
77
C37H34MnNO3P | the OMol25 dataset | ωB97M-V with the def2-TZVPD basis set
Mn 0.446 -0.248 0.083
C -1.111 -0.327 3.714
C -2.591 -0.417 3.477
C -3.473 -0.172 4.524
C -4.847 -0.249 4.347
C -5.364 -0.584 3.108
C -4.499 -0.838 2.056
C -3.119 -0.752 2.222
P -1.989 -1.075 0.834
C -3.064 -1.035 -0.633
C -3.336 -2.204 -1.341
C -4.106 -2.173 -2.493
C -4.613 -0.963 -2.942
C -4.345 0.202 -2.241
C -3.567 0.194 -1.088
C -3.283 1.477 -0.360
C -1.449 -2.787 1.052
C -2.019 -3.643 1.994
C -1.463 -4.885 2.246
C -0.326 -5.271 1.541
C 0.229 -4.437 0.590
C -0.314 -3.176 0.304
C 0.275 -2.259 -0.690
H -0.910 -0.093 4.760
H -0.660 0.453 3.095
H -0.608 -1.266 3.472
H -3.072 0.089 5.497
H -5.510 -0.049 5.179
H -6.434 -0.652 2.957
H -4.899 -1.099 1.083
H -2.941 -3.148 -0.986
H -4.305 -3.089 -3.033
H -5.214 -0.924 -3.842
H -4.733 1.147 -2.601
H -3.605 2.331 -0.954
H -2.214 1.596 -0.166
H -3.811 1.511 0.597
H -2.893 -3.319 2.547
H -1.903 -5.542 2.985
H 0.123 -6.239 1.729
H 1.102 -4.763 0.034
H -0.423 -2.090 -1.522
H 1.183 -2.686 -1.124
O 2.018 0.264 -1.516
C 2.188 1.685 -1.711
C 0.861 2.369 -1.235
O 0.709 3.544 -1.510
O 0.074 1.628 -0.551
C 2.441 1.989 -3.171
C 2.921 3.242 -3.540
C 3.133 3.544 -4.874
C 2.868 2.599 -5.856
C 2.378 1.356 -5.494
C 2.160 1.051 -4.157
C 3.337 2.146 -0.814
C 4.634 1.742 -1.121
C 5.691 2.054 -0.281
C 5.468 2.800 0.868
C 4.181 3.227 1.166
C 3.119 2.894 0.337
H 2.863 -0.181 -1.651
H 3.110 3.985 -2.777
H 3.503 4.524 -5.149
H 3.037 2.836 -6.898
H 2.156 0.614 -6.250
H 1.757 0.084 -3.883
H 4.824 1.196 -2.038
H 6.694 1.736 -0.537
H 6.296 3.069 1.511
H 4.002 3.842 2.041
H 2.124 3.248 0.574
C 3.902 0.069 3.396
C 2.766 0.034 2.499
N 1.882 0.028 1.774
H 4.426 1.013 3.250
H 4.571 -0.758 3.160
H 3.562 -0.018 4.427
```

Results
Energy relative to the best compared isomer or geometry (same formula, charge and spin), kJ/mol: 12.8
2S+1: 6
E_LUMO (spin up / spin down), eV: 0.1 / 0.1
Net charge: 0

=====

Entry 3:
Entry from the OMol25 dataset: a structure of composition C37H35CdN8O3P (ωB97M-V with the def2-TZVPD basis set).

```
85
C37H35CdN8O3P | the OMol25 dataset | ωB97M-V with the def2-TZVPD basis set
Cd 0.009 -0.408 -0.466
C 3.747 -3.100 3.014
C 2.408 -2.733 3.022
C 1.925 -1.818 2.105
C 2.772 -1.209 1.168
C 4.115 -1.621 1.147
C 4.588 -2.553 2.056
N 2.227 -0.349 0.229
C 2.887 0.631 -0.369
C 4.069 1.265 0.130
C 4.669 2.279 -0.551
C 4.170 2.744 -1.797
C 3.044 2.187 -2.315
C 2.369 1.149 -1.623
N 1.266 0.533 -2.085
N 0.899 0.678 -3.293
C -0.232 -0.057 -3.637
C -0.453 -0.279 -5.001
C -1.531 -1.047 -5.385
C -2.382 -1.556 -4.409
C -2.105 -1.264 -3.086
N -1.060 -0.541 -2.702
H 4.123 -3.819 3.730
H 1.730 -3.176 3.742
H 0.873 -1.557 2.095
H 4.773 -1.233 0.381
H 5.624 -2.864 2.006
H 4.449 0.957 1.095
H 5.545 2.758 -0.131
H 4.679 3.547 -2.312
H 2.619 2.525 -3.251
H 0.250 0.132 -5.712
H -1.711 -1.257 -6.431
H -3.235 -2.165 -4.671
H -2.754 -1.619 -2.291
C -2.936 4.079 -2.485
C -1.623 3.793 -2.133
C -1.334 2.723 -1.308
C -2.355 1.906 -0.797
C -3.676 2.201 -1.169
C -3.956 3.274 -1.999
N -2.001 0.781 -0.070
C -2.744 0.204 0.859
C -3.782 0.844 1.610
C -4.522 0.158 2.525
C -4.296 -1.219 2.785
C -3.288 -1.866 2.143
C -2.486 -1.188 1.189
N -1.525 -1.786 0.459
N -1.423 -3.054 0.438
C -0.438 -3.528 -0.424
C -0.511 -4.875 -0.799
C 0.411 -5.365 -1.699
C 1.396 -4.516 -2.194
C 1.410 -3.206 -1.753
N 0.521 -2.721 -0.895
H -3.160 4.913 -3.138
H -0.815 4.402 -2.521
H -0.307 2.502 -1.037
H -4.473 1.551 -0.833
H -4.982 3.472 -2.284
H -3.949 1.902 1.461
H -5.299 0.672 3.077
H -4.918 -1.739 3.502
H -3.062 -2.906 2.336
H -1.309 -5.482 -0.395
H 0.367 -6.396 -2.024
H 2.130 -4.863 -2.907
H 2.167 -2.508 -2.097
C -0.591 -0.095 4.301
O 0.393 0.654 3.597
P 0.091 1.296 2.134
O -0.850 2.517 2.735
C -1.156 3.679 1.976
O 1.499 2.048 1.914
C 2.175 2.736 2.969
H -0.469 0.129 5.359
H -0.430 -1.164 4.141
H -1.605 0.169 3.994
H -2.136 3.591 1.503
H -0.410 3.866 1.201
H -1.173 4.524 2.664
H 2.812 2.039 3.513
H 1.468 3.185 3.666
H 2.786 3.509 2.505
```

Results
Energy relative to the best compared isomer or geometry (same formula, charge and spin), kJ/mol: 33.4
2S+1: 1
E_LUMO, eV: -1.0
Net charge: 0